(1)
Entry from OMol25: a 2-piece molecular cluster, C8H18N2 overall (ωB97M-V/def2-TZVPD).

Each atom is followed by the atoms it is bonded to, with distances in Å.
Geometry (Å):
1 C 1.6009 1.0401 -0.7080  C2 1.533, C3 1.527, C4 1.512, H6 1.098
2 C 2.2021 0.1110 0.3528  C1 1.533, H7 1.088, H10 1.087, H11 1.087
3 C 1.7674 2.5003 -0.2918  C1 1.527, H8 1.089, H9 1.091, H12 1.088
4 C 0.1440 0.7296 -0.9697  C1 1.512, N5 1.244, C13 1.594
5 N -0.7565 1.5559 -0.7373  C4 1.244, H25 1.139
6 H 2.1316 0.8806 -1.6553  C1 1.098
7 H 3.1901 0.4725 0.6313  C2 1.088
8 H 1.2747 2.6747 0.6636  C3 1.089
9 H 2.8259 2.7450 -0.1943  C3 1.091
10 H 1.5554 0.0803 1.2256  C2 1.087
11 H 2.3118 -0.9052 -0.0181  C2 1.087
12 H 1.3036 3.1594 -1.0228  C3 1.088
13 C -0.1321 -0.7739 -1.4229  C4 1.594, C16 1.518, H18 1.089, H19 1.096
14 C -0.9213 -1.9416 2.0271  N17 1.430, H20 1.091, H22 1.089, H23 1.090
15 C -1.9093 0.1309 1.5178  N17 1.284, H21 1.101, H24 1.085
16 C -1.5691 -1.0879 -1.7990  C13 1.518, H26 1.089, H27 1.088, H28 1.090
17 N -0.8390 -0.5670 1.6412  C14 1.430, C15 1.284
18 H 0.2484 -1.4704 -0.6775  C13 1.089
19 H 0.5044 -0.8637 -2.3110  C13 1.096
20 H -1.9290 -2.2839 2.2683  C14 1.091
21 H -2.8667 -0.2161 1.9351  C15 1.101
22 H -0.5363 -2.5726 1.2270  C14 1.089
23 H -0.2758 -2.0959 2.8916  C14 1.090
24 H -1.7872 1.2088 1.5499  C15 1.085
25 H -1.7254 1.0511 -0.4149  N5 1.139
26 H -2.0057 -0.3046 -2.4171  C16 1.089
27 H -2.1993 -1.2400 -0.9249  C16 1.088
28 H -1.6075 -2.0173 -2.3665  C16 1.090

Values from the calculation:
**HOMO energy**: -8.856 eV
**Structure (SMILES)**: [H]/N=C(\CC)C(C)C.C=NC
**Max |F|**: 3.95 eV/A
**Relative energy (zero: lowest compared OMol25 entry of this formula, charge and spin)**: 214.9 kJ/mol
**Molar mass**: 142.25 g/mol
**Net charge**: 0
**Energy**: -11566.1747 eV
**HOMO-LUMO gap**: 9.68 eV

***

(2)
Entry from OMol25: a 2-piece molecular cluster, CH3Cl2N3O overall (ωB97M-V/def2-TZVPD).

Each atom is followed by the atoms it is bonded to, with distances in Å.
Geometry (Å):
1 C 0.2111 -0.5521 0.5789  N2 1.225, N3 1.241
2 N 0.6597 -1.5258 1.1725  C1 1.225, H8 0.965
3 N -0.0110 0.6676 0.6272  C1 1.241, O5 1.438, H9 1.156
4 N -0.0114 -0.2507 -2.5523  Cl6 1.717, Cl7 1.760
5 O 0.1843 1.5326 1.7595  N3 1.438, H10 1.043
6 Cl -0.2656 1.4366 -2.3641  N4 1.717
7 Cl -1.4834 -1.1775 -2.2826  N4 1.760
8 H 0.5062 -2.3952 0.7825  N2 0.965
9 H -0.2338 1.3921 -0.2459  N3 1.156
10 H 0.4439 0.8723 2.5242  O5 1.043

Values from the calculation:
**HOMO energy (alpha / beta)**: -9.323 / -7.575 eV
**Max |F|**: 6.00 eV/A
**Relative energy (zero: lowest compared OMol25 entry of this formula, charge and spin)**: 559.6 kJ/mol
**Molar mass**: 143.96 g/mol
**Net charge**: 0
**Energy**: -32640.5576 eV
**HOMO-LUMO gap (alpha / beta)**: 8.83 / 5.58 eV

***

(3)
Entry from OMol25: a 3-piece molecular cluster, C2H7N3S overall (ωB97M-V/def2-TZVPD).

Each atom is followed by the atoms it is bonded to, with distances in Å.
Geometry (Å):
1 C -0.7949 -0.2745 1.7193  C2 1.585, H3 1.077, H4 1.108, H5 1.143
2 C -0.1027 -0.4659 0.3066  C1 1.585, N10 1.409, N12 1.320
3 H -1.0994 -1.1824 2.2126  C1 1.077
4 H -1.7547 0.2598 1.5770  C1 1.108
5 H -0.1553 0.4305 2.3518  C1 1.143
6 H 1.1108 -2.0713 1.0071  N10 1.217
7 H 1.0650 -0.7183 -2.0279  no bonds
8 H 0.6539 -3.2099 -1.6756  no bonds
9 H -0.4366 2.3781 -1.4354  S13 1.334
10 N 0.4070 -1.7567 0.0651  C2 1.409, H6 1.217, N11 1.490
11 N 1.3581 -2.0459 -1.0448  N10 1.490
12 N -0.1594 0.3965 -0.6918  C2 1.320, S13 1.723
13 S -0.3274 2.0249 -0.1541  H9 1.334, N12 1.723

Values from the calculation:
**HOMO energy**: -7.994 eV
**Max |F|**: 5.31 eV/A
**Relative energy (zero: lowest compared OMol25 entry of this formula, charge and spin)**: 702.0 kJ/mol
**Molar mass**: 105.17 g/mol
**Net charge**: 0
**Energy**: -17485.6365 eV
**HOMO-LUMO gap**: 8.13 eV

***

(4)
Entry from OMol25: the molecule FH2ISi (ωB97M-V/def2-TZVPD).

Each atom is followed by the atoms it is bonded to, with distances in Å.
Geometry (Å):
1 F -0.9718 1.2785 0.5044  Si2 1.601
2 Si -1.0924 -0.0725 -0.3459  F1 1.601, I3 2.425, H4 1.514
3 I 0.9736 -1.1893 0.2578  Si2 2.425, H5 1.824
4 H -1.4987 0.8664 -1.4623  Si2 1.514
5 H 2.5893 -0.8832 1.0459  I3 1.824

Values from the calculation:
**HOMO energy**: -8.078 eV
**Max |F|**: 3.61 eV/A
**Relative energy (zero: lowest compared OMol25 entry of this formula, charge and spin)**: 365.7 kJ/mol
**Molar mass**: 176.00 g/mol
**Net charge**: 0
**Energy**: -18726.4559 eV
**HOMO-LUMO gap**: 7.07 eV

***

(5)
Entry from OMol25: the molecule C4H6O2 (ωB97M-V/def2-TZVPD).

Each atom is followed by the atoms it is bonded to, with distances in Å.
Geometry (Å):
1 C 0.5181 1.1282 -0.4640  C2 1.677, H7 1.091, H8 1.091, H9 1.089
2 C -0.0935 -0.4336 -0.4730  C1 1.677, O3 1.266, C4 1.426, C5 1.641
3 O 0.1326 -1.1083 -1.5202  C2 1.266
4 C -1.3666 -0.1144 0.0836  C2 1.426, H10 1.087, H11 1.091
5 C 0.6572 -1.1007 0.8254  C2 1.641, O6 1.194, H12 1.103
6 O 1.0369 -0.5358 1.8064  C5 1.194
7 H 1.1013 1.2612 0.4481  C1 1.091
8 H -0.2211 1.9260 -0.5488  C1 1.091
9 H 1.1289 1.0945 -1.3645  C1 1.089
10 H -1.4183 0.3845 1.0483  C4 1.087
11 H -2.2983 -0.3347 -0.4397  C4 1.091
12 H 0.8228 -2.1669 0.5984  C5 1.103

Values from the calculation:
**HOMO energy (alpha / beta)**: -8.927 / -8.702 eV
**Max |F|**: 0.74 eV/A
**Relative energy (zero: lowest compared OMol25 entry of this formula, charge and spin)**: 472.2 kJ/mol
**Molar mass**: 86.09 g/mol
**Net charge**: 0
**Energy**: -8335.5671 eV
**HOMO-LUMO gap (alpha / beta)**: 7.59 / 6.81 eV

***

(6)
Entry from OMol25: a 2-piece molecular cluster, C14H16 overall (ωB97M-V/def2-TZVPD).

Each atom is followed by the atoms it is bonded to, with distances in Å.
Geometry (Å):
1 C 2.8697 1.3766 1.5313  C5 1.521, H12 1.091, H13 1.094, H15 1.087
2 C 0.3510 -1.3247 0.6208  C3 1.398, C4 1.380, H8 1.080
3 C 0.8812 -0.0503 0.8417  C2 1.398, C5 1.387, H9 1.076
4 C 1.1179 -2.4345 0.9115  C2 1.380, C6 1.395, H10 1.082
5 C 2.1017 0.0648 1.4905  C1 1.521, C3 1.387, C7 1.398
6 C 2.2603 -2.3125 1.7021  C4 1.395, C7 1.389, H11 1.083
7 C 2.7251 -1.0525 2.0551  C5 1.398, C6 1.389, H14 1.084
8 H -0.6130 -1.4116 0.1414  C2 1.080
9 H 0.4135 0.8675 0.5290  C3 1.076
10 H 0.9423 -3.3876 0.4307  C4 1.082
11 H 2.7210 -3.2141 2.0861  C6 1.083
12 H 3.1966 1.5894 2.5503  C1 1.091
13 H 2.3066 2.2194 1.1208  C1 1.094
14 H 3.6168 -0.9388 2.6617  C7 1.084
15 H 3.7519 1.2529 0.9078  C1 1.087
16 C -1.7921 2.5651 -0.2950  C17 1.496, H23 1.091, H24 1.093, H30 1.092
17 C -1.8654 1.2437 -0.9929  C16 1.496, C18 1.406, C19 1.382
18 C -2.8854 0.3338 -0.6627  C17 1.406, C20 1.388, H25 1.083
19 C -0.9080 0.8078 -1.8898  C17 1.382, C21 1.385, H26 1.084
20 C -2.9073 -0.9079 -1.2823  C18 1.388, C22 1.385, H27 1.091
21 C -0.9759 -0.3879 -2.5847  C19 1.385, C22 1.399, H28 1.083
22 C -2.0337 -1.2573 -2.2986  C20 1.385, C21 1.399, H29 1.076
23 H -1.1898 2.5320 0.6139  C16 1.091
24 H -2.8061 2.8771 -0.0327  C16 1.093
25 H -3.5461 0.5909 0.1556  C18 1.083
26 H -0.1427 1.5070 -2.2073  C19 1.084
27 H -3.7379 -1.5574 -1.0038  C20 1.091
28 H -0.2379 -0.7659 -3.2821  C21 1.083
29 H -2.2208 -2.1580 -2.8570  C22 1.076
30 H -1.3937 3.3332 -0.9613  C16 1.092

Values from the calculation:
**HOMO energy**: -8.738 eV
**Structure (SMILES)**: Cc1ccccc1.Cc1ccccc1
**Max |F|**: 1.59 eV/A
**Relative energy (zero: lowest compared OMol25 entry of this formula, charge and spin)**: 50.2 kJ/mol
**Molar mass**: 184.28 g/mol
**Net charge**: 0
**Energy**: -14777.2455 eV
**HOMO-LUMO gap**: 9.69 eV

***

Question: What is the max |F| in the fourth record?
Answer: 3.61 eV/A